{
  "formula": "H26O13",
  "method": "the ωB97M-V functional and the def2-TZVPD basis",
  "symbols": ["H", "H", "H", "H", "H", "H", "H", "H", "H", "H", "H", "H", "H", "H", "H", "H", "H", "H", "H", "H", "H", "H", "H", "H", "H", "H", "O", "O", "O", "O", "O", "O", "O", "O", "O", "O", "O", "O", "O"],
  "xyz": [[-0.385478, 1.522396, -0.159832], [-0.142417, -0.002484, -0.140170], [-2.742007, 1.290121, -0.839715], [-1.949053, 2.642272, -1.255164], [-4.102050, 4.296000, 0.419751], [-4.699956, 4.461651, -1.000562], [-4.056726, -4.095890, -0.690149], [-3.295613, -2.789005, -1.077646], [3.575891, 1.993188, 1.750625], [3.091709, 3.210505, 2.631179], [-0.968820, -4.209126, -0.653012], [-0.541076, -2.872999, -1.037003], [1.001123, 0.227870, 3.947293], [-0.154443, 0.388078, 2.855647], [4.503405, -1.294313, 0.743591], [3.821145, 0.094596, 0.446524], [1.721834, -1.464150, -2.483032], [0.491069, -1.490522, -3.279384], [-5.776766, 0.487282, 1.171013], [-4.478895, -0.369136, 1.492245], [3.419119, 0.818179, -2.091053], [3.564157, 1.198874, -3.575244], [0.356088, -2.509768, 2.909861], [0.928814, -1.624522, 4.005379], [4.263173, -0.675255, -1.225346], [3.263777, -1.885707, -1.570752], [-0.884080, 0.702933, -0.358551], [-2.141324, 1.670129, -1.499261], [-3.899350, 4.075230, -0.493194], [-3.704707, -3.233341, -0.338649], [3.415816, 2.901023, 1.749130], [-1.164260, -3.265443, -0.450098], [0.564456, 0.886342, 3.274251], [3.832197, -0.722402, 0.997280], [0.800023, -1.125485, -2.462732], [-5.088258, -0.021086, 0.780147], [3.377223, 1.555503, -2.732635], [1.166095, -2.077831, 3.190176], [3.637668, -1.014088, -1.817744]],
  "atomic_forces_ev_per_a": [[-0.47, -0.60, -0.29], [-1.86, 1.66, -0.33], [0.23, 0.71, -0.27], [-1.23, -2.38, -0.50], [0.04, 0.01, 0.15], [2.07, -1.04, 1.17], [0.55, 1.52, 0.43], [0.28, 0.04, -0.21], [0.16, -2.22, 0.65], [0.44, -0.96, -1.21], [-0.60, 0.71, 0.58], [0.95, 1.27, -0.73], [-1.35, 2.08, -2.26], [0.37, 0.03, 0.08], [2.10, -1.32, -0.78], [0.20, -1.13, 0.67], [-0.81, 0.86, 0.20], [-0.85, -0.08, -0.88], [-0.62, 0.51, 0.78], [-1.33, 0.71, -1.15], [-0.42, 0.59, -1.13], [0.28, -0.80, -1.24], [-0.16, -0.11, -0.12], [-0.01, -0.35, 0.01], [1.31, -0.20, 1.48], [0.98, 0.98, 0.62], [5.85, -4.03, 3.65], [-2.63, 4.57, -2.28], [-2.08, 1.08, -1.26], [-1.56, -1.65, -0.01], [-0.63, 3.14, 0.63], [0.47, -1.75, 0.00], [1.04, -1.67, 2.04], [-2.25, 2.59, 0.60], [1.34, -0.75, 0.55], [1.97, -1.22, 0.31], [-0.12, 0.65, 2.05], [0.11, 0.01, 0.14], [-1.75, -1.48, -2.16]],
  "e_homo_ev": -8.20,
  "spin_multiplicity": 1,
  "total_charge": 0,
  "orbital_gap_ev": 8.08,
  "relative_energy_kj_mol": 629.86,
  "energy_ha": -993.53333
}



{
  "formula": "C24H60BrN4O3",
  "method": "the ωB97M-V functional and the def2-TZVPD basis",
  "symbols": ["Br", "C", "C", "O", "N", "H", "H", "C", "H", "H", "H", "H", "H", "H", "C", "N", "C", "C", "C", "C", "O", "H", "H", "H", "H", "H", "H", "H", "H", "H", "H", "H", "H", "H", "H", "C", "N", "C", "C", "C", "C", "O", "H", "H", "H", "H", "H", "H", "H", "H", "H", "H", "H", "H", "H", "H", "C", "C", "C", "C", "N", "C", "C", "C", "C", "C", "C", "C", "H", "H", "H", "H", "H", "H", "H", "H", "H", "H", "H", "H", "H", "H", "H", "H", "H", "H", "H", "H", "H", "H", "H", "H"],
  "xyz": [[1.409450, -2.300140, -1.894605], [0.884346, -1.731245, -7.908674], [-0.072027, -2.709793, -7.203546], [-1.302132, -2.507334, -7.135858], [0.537547, -3.940767, -6.529759], [1.389385, -4.243930, -6.979827], [0.876702, -3.563582, -5.656380], [-0.413853, -5.144120, -6.467846], [1.144380, -0.809127, -7.388896], [0.328365, -1.349805, -8.765113], [1.800054, -2.164355, -8.311165], [-0.677140, -5.451849, -7.479821], [-1.251060, -4.858688, -5.830897], [0.121412, -5.894269, -5.885727], [7.154059, 0.777521, -0.909993], [7.022725, 1.452964, -2.325091], [8.260657, 2.330504, -2.577512], [7.115337, 0.208966, -3.309801], [5.711355, 2.163196, -2.634934], [5.427988, 3.535590, -1.872598], [5.408949, 3.414570, -0.453503], [8.112582, 0.259343, -0.881192], [6.304523, 0.096346, -0.860993], [7.018649, 1.606307, -0.215099], [8.229639, 2.868061, -3.525233], [9.123228, 1.664444, -2.556911], [8.382151, 3.022325, -1.744017], [7.181691, 0.630966, -4.312600], [6.233825, -0.414240, -3.159279], [7.981038, -0.386044, -3.018906], [4.864191, 1.515875, -2.408235], [5.732578, 2.323157, -3.712927], [4.483341, 3.916034, -2.261170], [6.089812, 4.341802, -2.189002], [6.035885, 4.039842, -0.082563], [-4.858821, 2.057943, -5.538351], [-4.785536, 3.179153, -4.554510], [-4.988979, 4.507699, -5.384968], [-5.950699, 3.189764, -3.580363], [-3.327403, 3.187643, -3.926838], [-3.292252, 2.416356, -2.556430], [-3.482639, 1.079155, -2.801376], [-4.557968, 1.121304, -5.068995], [-4.284515, 2.388482, -6.403816], [-5.886899, 1.957189, -5.886213], [-5.739981, 4.374921, -6.163732], [-4.041868, 4.679747, -5.896329], [-5.292634, 5.336342, -4.745247], [-6.881009, 3.114643, -4.143365], [-5.859489, 4.016951, -2.876419], [-5.981880, 2.290012, -2.965907], [-3.082406, 4.226614, -3.706305], [-2.624781, 2.781462, -4.654464], [-4.079129, 2.746807, -1.878393], [-2.309008, 2.703402, -2.183682], [-2.639640, 0.620915, -2.832346], [-3.924586, -1.544226, 9.194185], [-2.486876, -1.763090, 9.496987], [-1.708071, -2.022809, 8.221720], [-1.737637, -0.843484, 7.204416], [-0.860794, -1.031520, 5.915156], [0.705852, -0.925341, 6.254527], [1.275933, 0.081492, 5.272022], [0.274099, 0.158804, 4.209779], [-1.054058, 0.080278, 4.906342], [-1.136252, -2.418966, 5.347859], [-2.593068, -2.730475, 4.900132], [-2.631695, -3.994067, 4.040141], [-4.413781, -2.387046, 8.705876], [-4.031565, -0.660999, 8.564455], [-4.504177, -1.329324, 10.091952], [-2.217477, -2.682133, 10.017453], [-2.061463, -0.926570, 10.051382], [-2.067688, -2.928738, 7.733792], [-0.656106, -2.164586, 8.469455], [-1.483660, 0.085969, 7.714028], [-2.776438, -0.890888, 6.877679], [1.093856, -1.939777, 6.162551], [0.820539, -0.406183, 7.206067], [2.276926, -0.230224, 4.973768], [1.351234, 1.059216, 5.747932], [0.359008, -0.549746, 3.385854], [0.375212, 1.151951, 3.772132], [-1.910964, -0.210386, 4.298626], [-1.255078, 0.954775, 5.525179], [-0.788322, -3.261812, 5.945059], [-0.463369, -2.522227, 4.496585], [-3.139896, -1.981488, 4.327332], [-3.187072, -2.890138, 5.800007], [-2.291951, -3.834356, 3.016833], [-3.673385, -4.281336, 3.897125], [-2.179326, -4.895575, 4.453337]],
  "atomic_forces_ev_per_a": [[-0.05, 0.14, -0.49], [-0.43, -0.51, -0.52], [-3.87, 2.36, -0.47], [5.19, -1.59, 0.06], [-1.14, 0.08, -1.14], [0.37, 0.07, -0.64], [-0.18, -0.19, 1.41], [0.48, 0.58, 1.44], [-0.13, -0.38, 0.75], [-0.17, -0.23, -0.07], [-0.02, -0.26, 0.29], [0.06, 0.15, 0.26], [-0.15, 0.11, -0.54], [0.06, -0.19, -0.44], [-1.05, 1.49, -1.41], [1.02, -1.81, -0.59], [-0.46, -0.60, 0.68], [-0.20, 1.39, 0.91], [0.02, 1.18, 1.26], [0.67, -0.44, -0.66], [-0.01, -0.41, -0.75], [-0.16, 0.24, 0.13], [0.19, -0.05, 0.24], [0.27, -0.44, 0.25], [-0.35, -0.20, 0.06], [-0.08, 0.02, -0.13], [-0.24, 0.06, -0.11], [0.05, -0.34, 0.04], [-0.11, 0.29, -0.12], [0.10, 0.32, -0.21], [0.32, -0.38, 0.10], [-0.06, 0.23, 0.06], [-0.43, -0.47, 0.19], [0.58, -0.26, 0.02], [-0.04, 0.12, 0.08], [-0.66, 0.11, -0.05], [0.04, 1.77, -0.55], [0.70, -1.00, 0.12], [0.55, -1.26, 0.43], [-1.91, 0.39, 1.53], [0.25, 1.44, -1.90], [-0.05, -1.36, 0.13], [0.27, 0.23, -0.16], [0.32, -0.52, 0.15], [-0.06, 0.05, 0.14], [-0.15, -0.37, 0.30], [-0.04, 0.24, 0.19], [0.32, -0.24, 0.13], [0.15, 0.74, -0.13], [-0.19, 0.22, -0.51], [0.49, -0.20, -0.14], [-0.11, 0.10, -0.26], [-0.31, -0.07, -0.01], [0.23, 0.30, 0.00], [0.03, -0.33, 0.53], [0.09, -0.25, 0.07], [-1.15, 0.31, 0.47], [1.16, -0.56, -0.52], [1.70, 1.01, -1.23], [-0.45, -1.37, -0.28], [0.78, -0.87, 2.32], [-1.24, 0.44, 0.22], [0.93, -0.79, 0.89], [-0.79, 1.40, -2.20], [-0.45, -1.05, 0.67], [-0.31, 0.14, -1.75], [0.44, -0.35, 0.48], [-0.74, -0.35, -0.31], [0.14, -0.08, -0.11], [-0.18, 0.02, -0.08], [0.01, -0.06, 0.04], [-0.73, 0.12, 0.75], [0.04, 0.02, 0.02], [-0.07, -0.01, 0.10], [0.12, -0.36, 0.17], [0.06, 0.11, -0.42], [0.13, 0.89, -0.47], [0.10, 0.29, 0.41], [-0.28, -1.12, 0.50], [-0.08, 0.13, -0.20], [0.13, -0.07, 0.11], [0.09, -0.22, 0.21], [-0.25, -0.05, -0.46], [0.09, 0.43, -0.04], [-0.12, 0.15, -0.31], [-0.09, 0.60, 0.86], [-0.10, 0.35, -0.39], [0.49, 0.47, 0.09], [-0.09, -0.07, 0.04], [0.47, 0.11, 0.15], [-0.16, 0.08, 0.14], [0.38, 0.27, 0.16]],
  "e_homo_ev": -11.77,
  "spin_multiplicity": 1,
  "total_charge": 3,
  "orbital_gap_ev": 5.62,
  "relative_energy_kj_mol": 301.21,
  "energy_ha": -3968.20635
}



{
  "formula": "C2H7NO3S",
  "method": "the ωB97M-V functional and the def2-TZVPD basis",
  "symbols": ["C", "C", "N", "O", "O", "O", "S", "H", "H", "H", "H", "H", "H", "H"],
  "xyz": [[1.315436, 1.130543, 0.810939], [-0.483628, 0.231541, 2.194236], [-0.130916, 0.823946, 1.130429], [0.046882, -1.954082, -1.457153], [-1.270221, -1.355972, -3.474110], [-1.641050, 0.085235, -1.491273], [-0.491567, -0.722291, -2.442030], [1.607328, 2.239540, 1.023598], [2.086815, 0.649392, 1.475732], [1.651800, 0.986739, -0.127474], [-1.561097, 0.066104, 2.484539], [0.261274, -0.216293, 2.903402], [-0.066988, -2.773776, -1.976533], [-1.324069, 0.809372, -1.054302]],
  "atomic_forces_ev_per_a": [[-0.03, 1.71, 5.35], [0.68, -0.43, 0.19], [0.79, 0.67, -0.43], [-0.62, 0.54, -0.49], [-0.05, -0.18, 0.16], [-0.80, -4.84, -2.96], [-0.34, 1.10, 1.00], [-1.30, -1.55, -0.35], [-0.98, -0.24, -0.28], [0.18, -0.89, -3.48], [1.10, 0.33, -0.74], [-0.44, 0.46, -0.39], [-0.17, 0.26, 0.26], [1.97, 3.07, 2.17]],
  "e_homo_ev": -9.95,
  "spin_multiplicity": 1,
  "total_charge": 0,
  "orbital_gap_ev": 10.77,
  "relative_energy_kj_mol": 186.66,
  "energy_ha": -758.98597
}



{
  "formula": "C5H14N2P",
  "method": "the ωB97M-V functional and the def2-TZVPD basis",
  "symbols": ["C", "C", "C", "C", "C", "N", "N", "P", "H", "H", "H", "H", "H", "H", "H", "H", "H", "H", "H", "H", "H", "H"],
  "xyz": [[1.520690, 0.422577, 0.027032], [1.818963, 0.350477, -1.483185], [0.162518, 0.894118, 0.564665], [-2.069357, 0.299554, 1.247191], [-0.569776, -1.572706, 0.784489], [1.391082, -0.916140, -1.931043], [-0.911932, -0.057181, 0.431816], [-1.449085, -0.177388, -1.285463], [1.896916, -0.546599, 0.536717], [2.254401, 1.197704, 0.353372], [1.422973, 1.179833, -1.902202], [2.878866, 0.533676, -1.644381], [0.417775, 1.165254, 1.596614], [-0.135121, 1.774654, 0.084991], [-2.465317, 1.193761, 0.872450], [-2.916923, -0.455031, 1.334304], [-1.636718, 0.273273, 2.314866], [-1.602993, -2.165901, 0.617028], [0.123791, -1.926633, 0.124472], [-0.135083, -1.652182, 1.841547], [1.358228, -1.039241, -2.872163], [-1.353898, 1.224119, -1.613118]],
  "atomic_forces_ev_per_a": [[2.33, -0.16, 0.66], [0.54, -2.17, 2.60], [2.96, -0.48, 0.84], [-0.26, -1.86, 3.28], [-3.26, 0.67, 2.24], [-0.86, -0.17, 3.23], [-0.59, -3.38, -0.31], [-0.11, -0.30, -1.40], [-0.81, 1.52, -0.79], [-0.68, -0.39, 0.34], [-1.78, 2.63, -2.03], [0.55, -0.53, 0.02], [-0.82, -0.38, 0.14], [-0.49, 1.44, -0.71], [-0.49, 1.62, 0.14], [1.32, 0.62, -0.88], [-0.97, 0.90, -1.39], [2.52, 1.40, 0.71], [1.83, -0.75, -1.91], [-1.04, 0.31, -1.40], [0.03, -0.13, -3.80], [0.08, -0.40, 0.42]],
  "e_homo_ev": [-13.84, -13.21],
  "spin_multiplicity": 1,
  "total_charge": 1,
  "orbital_gap_ev": [8.29, 8.91],
  "relative_energy_kj_mol": 361.33,
  "energy_ha": -649.35041
}



{
  "formula": "C3H3N3",
  "method": "the ωB97M-V functional and the def2-TZVPD basis",
  "symbols": ["N", "C", "C", "N", "C", "N", "H", "H", "H"],
  "xyz": [[-0.869670, 2.557092, -0.370432], [-0.249661, 1.675494, 0.060681], [0.481026, 0.576278, 0.648289], [1.814445, -0.229624, -0.240711], [0.629964, -0.605467, -0.117289], [-0.336099, -1.490319, -0.428271], [0.336659, 0.459631, 1.723060], [-1.162341, -1.352861, 0.138139], [-0.517033, -1.626839, -1.405051]],
  "atomic_forces_ev_per_a": [[0.64, -1.04, 0.44], [0.05, 0.82, -0.37], [0.81, 0.33, 0.19], [-1.55, 1.15, 1.00], [-0.83, -0.18, -0.14], [-0.01, -0.89, -0.36], [0.84, 0.23, -0.14], [0.01, 0.07, -0.37], [0.04, -0.48, -0.25]],
  "e_homo_ev": -10.09,
  "spin_multiplicity": 1,
  "total_charge": 0,
  "smiles": "N#C[C@@H]1N=C1N",
  "orbital_gap_ev": 10.35,
  "relative_energy_kj_mol": 251.69,
  "energy_ha": -280.28491
}



{
  "formula": "C13H15PReSe2",
  "method": "the ωB97M-V functional and the def2-TZVPD basis",
  "symbols": ["Re", "C", "H", "H", "H", "H", "H", "Se", "P", "Se", "C", "C", "C", "C", "C", "C", "C", "C", "C", "C", "C", "C", "H", "H", "H", "H", "H", "H", "H", "H", "H", "H"],
  "xyz": [[-0.762971, 1.524987, -0.263205], [1.087445, -1.857547, -0.802694], [2.099679, -1.619439, -1.185913], [0.351912, -0.978060, -0.870478], [1.297307, -2.038370, 0.251859], [0.685055, -2.672827, -1.367191], [0.749989, 2.194892, -0.183348], [-0.925576, 1.043728, -2.469574], [-2.949211, 1.578960, -0.086756], [-1.249182, 0.324217, 1.654288], [-3.483361, 3.263318, 0.264994], [-4.821626, 3.587210, 0.390874], [-5.177586, 4.909904, 0.607244], [-4.183388, 5.892631, 0.647321], [-2.820131, 5.568429, 0.477227], [-2.457768, 4.233437, 0.238575], [-4.379176, 0.535532, -0.349345], [-4.772000, 0.241105, -1.692793], [-6.013188, -0.348985, -1.842663], [-6.754525, -0.766849, -0.736653], [-6.236050, -0.652401, 0.542042], [-4.999383, -0.057578, 0.769484], [-5.520962, 2.774383, 0.391279], [-6.240096, 5.135746, 0.716902], [-4.511000, 6.914177, 0.783575], [-2.083883, 6.376181, 0.539647], [-1.397125, 3.928013, 0.117782], [-4.110202, 0.546629, -2.500200], [-6.392699, -0.474171, -2.851802], [-7.696017, -1.208872, -0.882386], [-6.788750, -1.007454, 1.405375], [-4.501580, 0.015005, 1.729838]],
  "atomic_forces_ev_per_a": [[3.42, -2.43, -0.09], [0.84, 1.48, 0.37], [-0.81, 0.31, -0.24], [0.82, -0.60, -0.07], [-0.57, -0.42, -0.02], [-0.35, -0.54, 0.04], [0.27, 1.49, 0.22], [-0.40, -0.46, -1.05], [-3.47, 2.70, 0.65], [-0.54, -0.34, 0.20], [1.43, -1.83, -0.82], [-0.36, 0.47, 0.57], [-0.23, -0.45, -0.24], [-0.08, -0.55, -0.19], [0.17, -0.43, -0.19], [-0.12, 1.19, 0.81], [0.94, -1.25, -0.56], [0.18, 0.87, 1.64], [0.15, -0.07, -0.60], [1.27, 0.63, -0.05], [0.22, -0.10, 0.82], [0.02, 0.89, -1.01], [-0.55, -0.01, -0.08], [0.43, 0.21, 0.02], [0.29, 0.11, 0.11], [-0.18, -0.47, -0.15], [-0.62, 0.49, 0.07], [-0.50, -0.04, -0.16], [-0.05, -0.19, 0.16], [-1.10, -0.48, -0.16], [0.00, -0.17, -0.18], [-0.50, -0.02, 0.18]],
  "e_homo_ev": [-16.11, -16.31],
  "spin_multiplicity": 4,
  "total_charge": 2,
  "orbital_gap_ev": [6.03, 4.93],
  "relative_energy_kj_mol": 25.80,
  "energy_ha": -5726.04210
}